(1)
A molecular structure, C39H38CaIN7O2SSi. Source: the OMol25 dataset; level of theory: ωB97M-V/def2-TZVPD.

The geometry in XYZ format:
```
90
C39H38CaIN7O2SSi | the OMol25 dataset | ωB97M-V/def2-TZVPD
C 1.311 2.306 -1.426
C 1.866 -0.975 3.141
H 1.189 -5.852 1.174
H 0.503 3.631 4.352
N 0.711 -0.100 2.939
C 2.290 -3.445 3.273
N 2.226 -0.958 -0.409
C -4.011 -1.381 3.649
H -5.149 -1.585 1.825
N -1.886 -0.812 1.961
H 6.194 0.349 0.168
C -1.694 2.809 1.369
H -4.835 -1.604 4.314
H 2.928 -3.266 4.129
H 7.190 -3.176 -2.082
C -0.549 -1.897 -2.498
C 4.568 -0.887 -0.499
C -3.100 -1.086 1.474
C 0.037 2.265 2.766
N -1.207 -2.416 -1.454
H -4.347 2.598 -4.951
H -4.222 3.056 -1.294
O 1.972 -2.958 -1.547
H -4.890 4.351 -2.306
C -3.498 2.181 -4.403
H -0.054 -1.286 4.499
H -1.288 5.232 3.681
H 2.658 -5.560 3.184
H -2.112 5.861 -3.703
C -4.190 -1.371 2.275
H 7.888 -1.160 -0.879
C 5.897 -0.544 -0.367
H -0.037 -0.957 -2.330
H -2.580 -1.083 5.226
N 0.247 1.530 -1.182
C 1.257 3.426 -2.225
H -0.048 4.645 -3.409
H -3.829 1.307 -3.844
O 3.261 0.771 0.699
H -3.185 -1.063 0.395
H -2.295 2.509 0.517
C 3.306 -0.239 -0.004
I -2.949 -4.381 -0.069
C 6.436 -2.538 -1.638
C -0.945 1.840 -1.735
H -3.447 5.350 -4.733
H -2.755 1.853 -5.134
C -1.133 4.315 3.129
H 2.232 2.010 -0.939
H -2.726 4.652 1.713
C 4.174 -2.023 -1.177
H 1.489 1.483 4.128
Ca 0.034 -0.301 0.408
C 5.089 -2.874 -1.759
Si -2.775 3.479 -3.266
N 0.807 -2.550 1.630
C -3.970 3.932 -1.892
N -0.727 1.958 1.715
C 1.326 -4.885 1.637
C -2.497 5.030 -4.297
H 1.980 1.462 2.426
C 2.140 -4.717 2.743
C -1.719 -0.804 3.280
H 0.060 -3.856 0.241
C -0.509 -2.489 -3.745
H -1.802 4.852 -5.122
H -2.416 -5.164 -2.961
H 2.697 -0.565 2.563
C 0.683 -3.773 1.118
H 2.142 4.022 -2.394
S -2.263 0.775 -1.372
H -1.172 -4.183 -4.892
C 1.138 1.296 3.102
C -1.930 3.998 2.042
C 1.619 -2.387 2.677
H 2.178 -0.984 4.196
C -1.870 -4.238 -2.867
H -0.535 0.392 4.560
C -1.843 -3.551 -1.661
H -3.524 4.686 -1.237
C 0.025 3.760 -2.786
C 2.669 -2.070 -1.095
C -1.180 -3.684 -3.931
C -0.137 3.428 3.503
C -0.371 -0.446 3.873
H 4.769 -3.763 -2.286
C -2.758 -1.094 4.158
H 0.045 -2.018 -4.545
C -1.102 2.989 -2.555
C 6.834 -1.392 -0.954
```

Its relative energy (zero: lowest compared OMol25 entry of this formula, charge and spin) is 0.3 kJ/mol. The highest occupied orbital energy comes out at -6.8 eV. Its total charge is 0.

(2)
A single C6H10 molecule in a non-equilibrium geometry. Source: the OMol25 dataset; level of theory: ωB97M-V/def2-TZVPD.

The geometry in XYZ format:
```
16
C6H10 | the OMol25 dataset | ωB97M-V/def2-TZVPD
C 0.171 0.328 0.203
H -2.161 -0.846 0.723
C -0.055 -1.831 -1.663
H -0.355 -1.788 -2.687
H 0.946 -2.111 -1.355
H 0.964 -0.043 -0.485
C -0.846 -1.310 -0.782
C -1.287 -0.515 0.122
H 1.083 -0.930 1.702
H 1.628 0.754 1.755
H 0.727 2.397 -0.190
C -0.131 1.721 -0.261
H -0.021 0.325 2.309
C 0.756 0.113 1.580
H -0.966 2.069 0.341
H -0.452 1.670 -1.310
```

As for the SMILES: C=C=CC(C)C. Its relative energy (zero: lowest compared OMol25 entry of this formula, charge and spin) is 330.1 kJ/mol. The highest occupied orbital energy comes out at -8.4 eV. Its total charge is 0.